(1)
ORCA calculation (the ωB97M-V functional and the def2-TZVPD basis) on 7 unconnected molecules or ions with the total composition C45H95Br2ClI3NO20S6 at a distorted geometry.

XYZ file:
```
173
Properties=species:S:1:pos:R:3:forces:R:3
C 8.8576 -2.7241 -0.7760 0.4 -0.2 0.1
O 9.2500 -1.3843 -1.0152 -0.3 -0.2 -0.1
C 8.1593 -0.4876 -0.8808 0.8 0.3 0.1
C 8.5428 0.8392 -1.5492 -0.5 -0.4 0.0
C 7.4163 1.4015 -2.4156 0.3 0.0 0.3
C 6.1335 1.6340 -1.6190 0.1 0.8 -0.1
C 5.2486 2.7444 -2.2131 -0.4 -0.9 -0.2
C 4.2775 2.1527 -3.2468 -0.1 -0.3 0.7
C 3.1328 1.4031 -2.5064 0.0 0.1 -1.4
C 1.8107 2.1545 -2.6872 0.2 0.4 1.0
C 0.7237 1.7638 -1.6709 -0.1 -1.1 0.0
C -0.5144 1.0850 -2.3409 0.9 0.4 0.0
C -1.8369 1.1760 -1.5396 0.5 1.3 0.3
C -1.3867 0.7343 -0.0965 -0.3 -0.9 0.0
C -2.2402 0.2743 1.0886 0.1 0.4 1.2
C -2.5182 1.3725 2.1350 -0.3 -0.8 -0.1
Cl -1.1885 -0.8841 2.0668 -0.4 -0.2 -0.8
N -2.0165 2.6511 -1.3620 -0.2 -0.1 1.0
C -3.3499 2.8538 -0.9153 0.4 -1.1 -2.1
O -3.7210 3.6223 -0.0967 -0.4 0.9 0.8
C -4.1628 1.9928 -1.9145 -1.2 -0.8 1.0
C -5.7185 1.9557 -1.7644 -1.0 1.4 1.4
Br -6.7557 0.4680 -2.4590 1.1 -0.3 -1.0
C -6.2877 2.2754 -0.3143 -0.6 -1.6 -0.7
C -5.7734 1.3372 0.7591 0.6 0.6 0.0
Br -8.2684 1.9610 -0.3643 0.1 1.2 0.7
C -3.2112 0.7670 -2.2947 1.0 0.8 -2.1
C -2.9116 1.1372 -3.8155 0.0 -0.3 -0.2
C -4.0751 1.1727 -4.8298 0.7 0.0 -0.9
C -4.2068 -0.0985 -5.7140 -1.0 1.1 0.8
I -5.1473 0.5082 -7.5857 0.3 -0.4 0.4
C -3.6783 -0.7013 -2.4353 0.0 -0.9 2.2
I -2.0685 -2.0273 -3.0904 0.3 0.9 -2.0
C -4.3696 -1.4944 -1.2442 0.0 -1.2 -1.1
C -5.5160 -2.4010 -1.7887 0.3 0.0 0.4
I -3.0511 -2.9813 -0.3254 -0.8 0.2 2.1
H 9.7340 -3.2815 -0.4525 0.1 0.0 0.0
H 8.4848 -3.1971 -1.6884 -0.2 0.1 0.0
H 8.1308 -2.8098 0.0333 -0.1 0.1 0.0
H 7.2419 -0.9096 -1.3017 0.0 -0.1 -0.1
H 8.0085 -0.3170 0.1925 -0.3 -0.1 0.0
H 9.4218 0.6750 -2.1673 0.1 -0.1 0.0
H 8.8108 1.5443 -0.7639 0.1 0.2 -0.1
H 7.7733 2.3474 -2.8286 -0.1 0.1 -0.1
H 7.2531 0.7250 -3.2559 -0.1 0.0 -0.1
H 6.3960 1.9454 -0.6069 0.2 -0.1 0.1
H 5.5559 0.7162 -1.5302 0.0 -0.1 0.1
H 5.8659 3.5336 -2.6364 0.0 0.1 0.1
H 4.6351 3.1322 -1.4003 0.0 0.5 0.0
H 3.8441 2.9238 -3.8811 0.0 0.1 -0.1
H 4.7851 1.4293 -3.8842 0.2 0.2 -0.2
H 3.3800 1.2363 -1.4613 -0.1 0.1 0.1
H 3.0353 0.4290 -2.9884 -0.1 -0.3 0.3
H 2.0451 3.2077 -2.5183 -0.1 0.2 -0.2
H 1.4774 2.0561 -3.7202 -0.1 0.0 -0.1
H 0.4672 2.5800 -1.0034 -0.1 0.2 -0.2
H 1.1589 0.9945 -1.0317 0.1 0.1 0.2
H -0.1982 0.0615 -2.5015 -0.3 -0.2 -0.1
H -0.5383 1.5536 -3.3227 -0.6 -0.1 0.0
H -0.5916 0.0059 -0.2107 -0.2 -0.4 -0.2
H -0.8906 1.6006 0.3222 0.2 0.2 -0.3
H -3.1669 -0.2638 0.9411 0.1 -0.3 -0.6
H -2.9374 0.8570 2.9966 0.0 0.1 0.2
H -1.5824 1.8288 2.4436 0.0 0.3 -0.1
H -3.2744 2.0792 1.8142 0.3 0.4 -0.2
H -1.7384 3.2181 -2.1526 -0.1 0.1 0.1
H -4.0548 2.7160 -2.7194 0.0 -0.2 -0.5
H -6.1079 2.8233 -2.3120 0.2 -0.4 -0.3
H -6.1697 3.3227 -0.0853 0.1 0.1 0.0
H -5.7456 1.8338 1.7245 -0.2 0.0 0.1
H -4.7417 1.1055 0.5067 0.1 -0.2 0.1
H -6.3571 0.4307 0.8455 0.0 -0.2 -0.1
H -2.4154 2.1015 -3.8623 -0.2 0.3 0.2
H -2.1710 0.4686 -4.2480 0.1 -0.2 0.2
H -3.8039 1.9424 -5.5505 0.1 0.3 0.2
H -5.0395 1.5056 -4.4569 -0.1 -0.2 0.2
H -4.9276 -0.7627 -5.2499 0.1 -0.5 -0.3
H -3.2469 -0.5609 -5.8931 0.0 -0.2 -0.3
H -4.3830 -0.8390 -3.2360 0.0 0.5 -0.3
H -4.8186 -0.8683 -0.4850 0.5 0.2 0.3
H -5.5160 -3.3733 -1.3155 0.1 -0.1 0.0
H -6.4741 -1.9717 -1.5290 -0.2 0.1 -0.4
H -5.4115 -2.5844 -2.8566 -0.2 0.1 -0.1
O 2.1912 0.1927 6.4532 0.1 0.2 0.1
S 0.9323 0.6425 5.9387 -0.4 -0.4 -0.1
O 0.6854 2.0358 5.7268 0.2 0.1 0.0
O -0.2335 0.0424 6.8483 0.1 -0.1 -0.2
C -0.1543 0.2517 8.2704 0.0 0.2 0.7
C -0.5757 1.6518 8.6714 0.1 0.2 -0.2
C 0.5369 -0.2387 4.4666 0.3 0.0 0.4
H 0.8510 0.0224 8.6285 0.1 0.0 -0.2
H -0.8291 -0.4769 8.7174 0.0 -0.1 -0.3
H 0.1376 2.3931 8.3124 0.0 0.0 0.0
H -0.6357 1.7388 9.7565 0.0 -0.1 0.0
H -1.5458 1.9014 8.2418 0.0 0.0 0.1
H 0.6764 -1.3015 4.6484 0.0 0.0 0.0
H 1.2122 0.1048 3.6868 0.0 0.1 0.0
H -0.4846 -0.0197 4.2004 -0.1 0.1 0.1
O -4.5986 4.9657 -4.2443 -0.2 -0.3 -0.1
S -5.5488 6.0255 -4.0589 0.2 0.8 0.3
O -6.9510 5.7591 -4.0135 0.0 -0.4 -0.1
O -5.2700 7.1735 -5.1231 0.1 -0.1 0.1
C -5.2116 6.8030 -6.5157 -0.1 -0.2 -0.7
C -6.5904 6.5935 -7.1102 -0.1 -0.1 0.2
C -5.1003 6.9540 -2.6309 0.1 0.0 0.0
H -4.5859 5.9179 -6.6431 0.0 0.0 0.2
H -4.7129 7.6274 -7.0220 0.1 0.1 0.3
H -7.0753 5.7163 -6.6827 0.0 0.0 0.0
H -6.5183 6.4505 -8.1885 0.1 0.0 0.0
H -7.2308 7.4518 -6.9064 0.0 0.0 -0.1
H -4.0435 7.2003 -2.6891 0.0 0.0 0.0
H -5.2965 6.3308 -1.7602 0.0 0.0 0.0
H -5.7095 7.8532 -2.5943 0.0 0.0 0.0
O 11.1248 -5.6813 2.6913 0.1 0.1 -0.2
S 9.7807 -5.2710 2.9605 -0.3 -0.1 0.6
O 9.0154 -4.5768 1.9740 0.1 0.0 -0.2
O 9.7587 -4.4346 4.3156 0.0 -0.2 0.0
C 10.6613 -3.3177 4.4293 0.3 0.7 0.0
C 10.1631 -2.1005 3.6738 -0.1 -0.1 -0.2
C 8.8529 -6.6516 3.5390 0.0 0.0 0.1
H 11.6607 -3.6073 4.1005 -0.1 -0.2 -0.1
H 10.7229 -3.0919 5.4925 -0.1 -0.2 0.0
H 10.1783 -2.2699 2.5971 0.0 0.0 0.0
H 10.7933 -1.2376 3.8907 0.0 0.0 0.1
H 9.1348 -1.8698 3.9530 0.0 0.0 0.1
H 9.4159 -7.1486 4.3242 0.0 0.0 0.0
H 8.7065 -7.3217 2.6946 0.0 0.1 0.0
H 7.8938 -6.2984 3.9087 0.0 0.0 0.0
O -1.1494 3.8900 12.5292 0.2 0.0 -0.2
S -2.3721 4.2624 11.8870 -0.6 0.1 0.3
O -2.5559 4.0811 10.4803 0.3 -0.1 0.0
O -2.7215 5.7702 12.2651 0.0 -0.2 0.1
C -1.7124 6.7718 12.0349 0.4 0.5 -0.3
C -1.6194 7.1647 10.5733 0.0 -0.2 -0.1
C -3.7207 3.5097 12.7340 -0.1 0.0 0.1
H -0.7490 6.4290 12.4159 -0.1 -0.2 0.0
H -2.0077 7.6341 12.6302 -0.2 -0.2 0.1
H -1.2380 6.3432 9.9675 0.0 0.0 0.0
H -0.9485 8.0158 10.4533 0.0 0.0 0.1
H -2.6026 7.4282 10.1831 0.0 0.1 0.0
H -3.6104 3.6898 13.7998 0.0 0.0 0.0
H -3.6820 2.4431 12.5236 0.1 0.0 0.0
H -4.6492 3.9330 12.3599 0.0 0.0 0.0
O -7.8994 -4.6509 -2.4801 0.2 0.0 -0.2
S -8.8210 -5.7449 -2.4428 -0.6 0.0 0.3
O -8.4623 -7.0236 -2.9689 0.2 0.0 -0.1
O -10.1967 -5.2773 -3.0974 0.1 0.0 0.2
C -10.1522 -4.6946 -4.4135 0.0 0.1 -0.7
C -9.9987 -5.7426 -5.4985 0.2 -0.2 0.1
C -9.4195 -5.9494 -0.7993 -0.1 0.0 0.1
H -9.3577 -3.9483 -4.4673 0.1 -0.1 0.2
H -11.0978 -4.1702 -4.5391 0.0 -0.1 0.3
H -9.0205 -6.2201 -5.4500 0.0 0.0 0.0
H -10.1058 -5.2854 -6.4826 0.0 0.1 0.0
H -10.7492 -6.5251 -5.3855 -0.1 0.1 0.0
H -9.7375 -4.9827 -0.4185 0.0 0.0 0.0
H -8.5997 -6.3417 -0.2015 0.0 0.0 -0.1
H -10.2457 -6.6554 -0.8133 0.0 0.0 0.0
O 7.5461 -7.6765 -2.6839 -0.2 0.2 0.0
S 8.5039 -6.9256 -3.4359 0.5 -0.3 -0.2
O 8.4956 -5.4972 -3.4165 -0.2 0.1 0.1
O 8.4759 -7.4265 -4.9498 0.1 -0.1 0.1
C 7.2060 -7.4495 -5.6265 -0.6 0.1 -0.4
C 6.7747 -6.0686 -6.0809 0.1 0.2 0.2
C 10.1257 -7.4913 -3.0478 0.1 -0.1 0.0
H 6.4495 -7.9123 -4.9903 0.1 0.0 0.1
H 7.3411 -8.0963 -6.4917 0.2 -0.1 0.1
H 6.5450 -5.4276 -5.2302 0.0 0.0 0.0
H 5.8834 -6.1379 -6.7054 0.0 -0.1 0.0
H 7.5703 -5.5850 -6.6478 0.0 -0.1 -0.1
H 10.1436 -8.5759 -3.1111 0.0 0.0 0.0
H 10.3489 -7.1663 -2.0337 -0.1 0.0 0.0
H 10.8283 -7.0468 -3.7478 0.0 0.0 0.0
```
Positions in Å, forces in eV/Å.

The energy comes out at -12221.37958 hartree. The charge is 0. The value obtained for the HOMO energy is -0.289 hartree.

---

(2)
ORCA calculation (the ωB97M-V functional and the def2-TZVPD basis) on a molecular structure, C45H95F6MnN8O17S6 at a distorted geometry.

XYZ file:
```
178
Properties=species:S:1:pos:R:3:forces:R:3
Mn 2.2373 2.9806 -2.5745 0.3 0.1 -0.1
N 0.6450 2.0210 -1.9109 -4.6 2.1 1.4
S 0.3873 0.5281 -1.7471 4.7 -8.5 -2.1
O -0.2989 -0.1250 -2.8385 0.0 0.9 1.5
O 0.3871 -0.0026 -0.4178 -1.7 0.9 0.0
F 1.9280 0.1350 -2.1105 -0.1 0.6 -0.2
S -0.9873 2.3911 -1.3743 -3.0 4.9 -1.6
O -1.1096 2.7991 -0.0236 0.7 -1.1 0.2
O -2.1001 1.7339 -2.0480 2.5 0.1 1.3
F -0.9936 3.8090 -2.1251 0.5 -0.4 0.0
N 3.5508 2.0715 -3.7780 3.6 -0.6 1.0
S 5.0114 1.6967 -3.0531 3.7 1.7 3.6
O 6.0925 2.5700 -3.3690 -1.1 -0.1 -0.8
O 5.3783 0.3415 -2.8216 -1.3 -0.5 -1.0
F 4.6162 2.1615 -1.5852 -0.9 0.2 0.0
S 3.7757 1.0869 -5.0037 -3.3 -2.4 -4.2
O 3.1372 -0.1733 -4.7040 1.2 1.2 -0.7
O 4.9784 1.1818 -5.7908 -0.9 -0.1 1.7
F 2.7336 1.8765 -5.8967 -0.3 -0.1 -0.4
N 2.9969 4.3942 -1.3773 2.5 2.4 -2.0
S 4.1332 5.6174 -1.7140 2.0 1.8 -3.7
O 5.2815 5.0872 -2.3693 -0.7 -0.6 0.7
O 4.3307 6.7629 -0.8638 -1.1 -1.9 0.1
F 3.3009 6.2345 -2.9285 -0.2 -0.2 0.2
S 2.6657 4.8098 0.0550 -4.3 -1.1 6.7
O 1.7073 5.8824 0.1767 1.6 -0.7 -0.3
O 3.7351 4.5790 0.9765 0.0 1.0 -0.7
F 1.7378 3.5329 0.4043 0.1 0.1 -0.7
C -4.8259 1.0600 -0.1429 0.3 -0.4 -0.5
C -5.4235 -0.1139 0.6847 0.8 1.6 -1.0
C -4.6786 -1.4122 0.2964 0.5 0.6 -0.9
C -3.2674 -1.5535 0.9025 -1.3 1.0 2.0
C -3.3486 -1.2369 2.4430 0.4 -1.3 -0.5
C -3.9728 0.1070 2.8103 -0.2 0.2 -0.7
N -5.2965 0.1252 2.1162 -0.2 -1.5 1.2
O -5.9755 1.2933 2.4807 -0.3 0.9 -0.1
C -4.2050 0.1371 4.3307 -1.0 -0.1 -0.3
C -3.0672 1.2527 2.3788 0.7 0.9 0.8
C -6.8862 -0.2206 0.2448 -0.3 -0.9 0.2
H -3.7497 0.9363 -0.2576 0.0 0.3 0.2
H -5.0515 2.0501 0.2500 0.0 -0.1 0.2
H -5.2151 1.0166 -1.1629 -0.1 0.0 0.0
H -5.3888 -2.2367 0.3755 0.5 -0.4 0.6
H -4.4440 -1.3449 -0.7717 -0.6 0.1 -0.2
H -2.5986 -0.7735 0.5366 -0.1 -0.1 -0.6
H -2.8286 -2.5182 0.6593 0.0 -0.1 0.3
H -2.3332 -1.3316 2.8375 0.0 0.3 0.2
H -3.9418 -1.9900 2.9693 0.0 -0.2 -0.2
H -3.3104 -0.0788 4.9115 0.1 -0.1 -0.2
H -4.6268 1.0821 4.6767 0.2 0.2 -0.2
H -4.9858 -0.6002 4.5393 0.2 -0.2 0.2
H -2.4856 1.6476 3.2205 0.3 -0.7 0.2
H -2.3550 0.9120 1.6306 -0.1 0.5 -0.2
H -3.5629 2.1947 2.1349 -0.4 -0.4 -0.7
H -7.3739 -0.9925 0.8487 -0.1 0.0 -0.1
H -6.8923 -0.5330 -0.8016 0.1 -0.3 0.1
H -7.5316 0.6581 0.2447 0.5 0.4 0.5
H -6.7845 1.0048 2.9176 0.2 -0.1 0.0
C -4.2424 6.5472 5.7771 0.3 -1.2 0.1
C -2.7224 6.5544 5.5032 0.1 0.9 -0.9
C -1.9874 5.1942 5.7124 -0.6 0.1 0.8
C -1.8622 4.2815 4.5090 0.3 0.0 0.2
C -1.4333 4.9863 3.2218 -1.0 0.5 0.9
C -2.3724 6.1621 2.9153 -1.0 0.2 0.0
N -2.4373 7.0533 4.1331 1.7 -1.5 -0.9
O -2.8975 8.3343 3.8772 -0.7 0.3 0.0
C -1.8642 6.9501 1.6823 0.3 -0.5 0.7
C -3.7513 5.6114 2.5487 -0.5 0.1 -1.0
C -2.1183 7.6296 6.4129 0.9 -0.6 -0.3
H -4.7203 7.4303 5.3567 0.0 0.1 0.2
H -4.4055 6.4988 6.8552 -0.1 0.2 0.0
H -4.7261 5.6617 5.3589 0.0 0.0 -0.1
H -1.0253 5.2742 6.2241 0.1 0.7 -0.3
H -2.5780 4.6420 6.4521 -0.1 0.1 0.1
H -2.8181 3.7529 4.4834 0.1 -0.1 -0.9
H -1.0966 3.5309 4.7194 -0.1 -0.1 0.2
H -1.4667 4.2300 2.4380 0.3 0.4 -0.4
H -0.4586 5.4576 3.3563 0.3 -0.5 -0.1
H -0.8024 6.7279 1.5730 0.1 0.4 -0.2
H -2.3695 6.5819 0.7906 0.0 0.1 -0.1
H -2.0421 8.0153 1.8043 0.1 0.0 -0.1
H -3.7059 4.9344 1.6879 0.5 -0.5 0.4
H -4.2594 5.1180 3.3735 -0.2 0.1 -0.1
H -4.3668 6.3653 2.0417 -0.3 0.4 0.8
H -2.7259 8.5288 6.3662 0.0 0.0 0.5
H -1.1357 7.8611 5.9965 0.0 0.2 0.0
H -1.9062 7.2032 7.3949 -0.6 0.4 0.3
H -3.8297 8.2760 3.6019 0.0 -0.1 0.1
C -3.7742 -1.6048 -6.3362 -0.7 -1.1 3.0
C -2.8690 -2.8086 -6.6726 -0.2 1.0 0.0
C -2.5502 -2.6191 -8.1817 0.3 -1.5 0.1
C -1.2109 -3.1670 -8.6023 0.0 -0.2 -0.8
C -0.1389 -2.6782 -7.6578 0.9 -0.2 -0.7
C -0.3080 -3.0515 -6.1995 -0.5 -0.9 0.4
N -1.6643 -2.6256 -5.8341 0.5 1.1 -0.8
O -1.9105 -2.7384 -4.4525 -0.2 -0.2 -0.2
C -0.1451 -4.5783 -6.0170 0.6 -0.1 0.3
C 0.7583 -2.3077 -5.3685 -1.1 0.6 0.6
C -3.6012 -4.1567 -6.3889 0.4 0.9 0.4
H -4.8389 -1.8602 -6.3065 -0.2 0.5 -1.6
H -3.4209 -0.6138 -6.6017 -0.3 -0.1 -0.8
H -3.7928 -1.5357 -5.2340 0.7 0.0 0.1
H -3.2903 -3.2242 -8.7119 -0.4 0.6 -0.1
H -2.5377 -1.5923 -8.5447 -0.5 0.2 0.5
H -1.0461 -2.8168 -9.6284 0.3 0.4 0.1
H -1.2155 -4.2402 -8.8216 0.0 -0.2 0.9
H -0.0627 -1.5886 -7.6914 -0.1 0.0 -0.2
H 0.8144 -3.0825 -8.0126 0.2 0.2 0.2
H 0.9100 -4.8556 -6.0958 0.0 0.0 -0.3
H -0.4289 -4.9269 -5.0221 -0.3 0.3 0.0
H -0.7093 -5.1481 -6.7550 0.0 0.0 0.0
H 0.4658 -2.2056 -4.3194 0.1 -0.9 0.1
H 1.7349 -2.7752 -5.4515 0.1 0.2 -0.1
H 0.7795 -1.2319 -5.5662 0.3 -0.1 -0.9
H -3.9345 -4.1726 -5.3495 0.1 0.1 0.1
H -2.8983 -4.9802 -6.5001 -0.2 -0.2 -0.3
H -4.4996 -4.2526 -6.9978 0.2 -0.2 -0.2
H -1.8469 -1.8193 -4.1639 0.0 -0.1 0.3
C 2.7494 -7.0992 0.1445 -0.2 1.3 -0.9
C 2.4639 -5.9045 -0.8147 0.3 0.5 -0.4
C 1.3547 -5.0313 -0.1810 0.5 0.5 0.8
C 1.0355 -3.7016 -0.8805 -0.1 -0.1 -1.0
C 2.3183 -2.8995 -1.1888 -0.3 -0.7 0.1
C 3.5625 -3.7327 -1.6018 1.0 0.4 0.4
N 3.6509 -5.0614 -0.9469 -0.6 0.5 1.2
O 4.7479 -5.8047 -1.4569 -0.2 0.0 -0.3
C 3.6114 -3.7525 -3.1480 -0.3 -0.3 0.4
C 4.7920 -3.0055 -1.0156 0.3 1.0 -1.6
C 2.0096 -6.3948 -2.1855 -0.7 -0.7 0.6
H 1.7703 -7.5630 0.2612 0.2 -0.4 0.3
H 3.1325 -6.6941 1.0804 -0.1 -0.2 0.1
H 3.4780 -7.7769 -0.2945 -0.1 -0.1 0.0
H 0.5095 -5.7021 -0.0148 -0.3 0.3 -0.2
H 1.7175 -4.7407 0.8115 0.0 -0.2 0.2
H 0.3624 -3.0106 -0.3665 0.1 -0.4 0.7
H 0.4379 -3.8739 -1.7827 0.4 -0.2 -0.3
H 2.5520 -2.2484 -0.3472 0.1 -0.3 0.2
H 2.1299 -2.2063 -2.0061 -0.1 -0.1 0.0
H 4.5196 -4.1630 -3.5878 0.1 0.0 0.2
H 2.7748 -4.3691 -3.4750 0.0 0.1 -0.3
H 3.4500 -2.7417 -3.5204 0.2 0.0 -0.1
H 5.7155 -3.4312 -1.4162 0.1 -0.4 0.4
H 4.8571 -1.9993 -1.4461 -0.3 0.2 0.2
H 4.7922 -2.8991 0.0663 -0.1 -0.4 0.0
H 1.3941 -7.2831 -2.0106 0.0 -0.1 -0.3
H 2.8659 -6.6586 -2.8021 -0.1 0.1 -0.2
H 1.3500 -5.6514 -2.6291 0.2 0.0 -0.4
H 5.4456 -5.6028 -0.8262 0.0 -0.1 0.0
C 3.5370 -1.8964 6.0866 0.6 0.9 0.9
C 4.4578 -1.2862 4.9949 -0.1 -0.3 -0.6
C 4.8139 -2.4158 3.9967 -0.4 -0.3 -0.2
C 3.7103 -2.6601 2.9872 -0.2 0.3 -0.4
C 3.3051 -1.3592 2.2597 -0.1 -2.3 1.1
C 2.7623 -0.3282 3.2705 0.1 -0.1 -0.9
N 3.7862 -0.1642 4.2942 1.0 0.1 -1.5
O 3.5312 0.9254 5.1480 -0.7 -0.3 0.6
C 2.5171 0.9131 2.3596 -0.5 -0.3 0.5
C 1.3869 -0.7535 3.8689 -0.2 0.7 0.0
C 5.7872 -0.6551 5.4628 0.0 -0.3 1.6
H 4.0926 -1.9897 7.0244 0.1 -0.3 0.0
H 3.0987 -2.8643 5.8532 0.1 0.0 -0.3
H 2.7431 -1.1898 6.3301 -0.1 0.0 -0.1
H 5.7873 -2.2875 3.5154 -0.2 0.7 -0.3
H 4.9533 -3.4027 4.4511 0.0 0.3 0.9
H 2.8195 -3.0932 3.4478 0.2 -0.3 0.1
H 4.1490 -3.3541 2.2651 -0.5 -0.2 -0.1
H 2.4758 -1.6072 1.5966 0.1 0.2 -0.2
H 4.2302 -1.2502 1.6901 -0.3 1.7 -0.2
H 1.7767 0.5419 1.6481 0.4 0.0 -0.5
H 1.9892 1.7853 2.7503 0.4 0.0 0.7
H 3.4407 1.2110 1.8676 -0.1 0.1 -0.1
H 1.2866 -0.0229 4.6755 -0.4 -0.3 0.3
H 0.5267 -0.6017 3.2108 0.3 0.3 -0.3
H 1.2084 -1.7630 4.2409 0.8 -0.1 0.2
H 6.6470 -1.3270 5.4369 -0.2 -0.2 -0.3
H 5.7314 -0.3871 6.5232 -0.1 0.3 0.0
H 6.0361 0.2374 4.8933 0.0 -0.1 -0.2
H 4.3694 1.3868 5.2582 0.0 0.0 -0.3
```
Positions in Å, forces in eV/Å.

The energy above the lowest of the compared OMol25 structures with the same formula, charge and spin comes out at 0.0 kJ/mol. The energy comes out at -7627.74152 hartree. The charge is -1. As for the spin multiplicity: 6. Its expectation value of S² is 8.755. The value obtained for the HOMO energy (alpha / beta) is -0.231 / -0.231 hartree.